[1]
57
Properties=species:S:1:pos:R:3:forces:R:3 method="wB97M-V/def2-TZVPD" charge=0 total_energy_ev=-33898.8103 homo_energy_ev=-8.0406 orbital_gap_ev=8.41 largest_force_ha_per_bohr=0.0119
C -1.398 -4.150 -0.864 0.046 -0.219 -0.167
O -1.572 -3.137 0.094 -0.112 0.330 0.142
C -2.067 -1.931 -0.287 -0.061 0.367 0.423
C -2.558 -1.677 -1.583 -0.018 -0.071 -0.215
C -3.036 -0.441 -1.913 0.021 -0.182 0.038
C -3.077 0.600 -0.966 0.076 -0.054 0.240
C -3.556 1.884 -1.304 -0.022 0.166 0.013
C -3.589 2.885 -0.375 -0.056 0.013 -0.258
C -3.165 2.632 0.939 0.076 -0.152 0.206
C -2.695 1.400 1.295 -0.072 0.151 0.035
C -2.611 0.346 0.354 -0.202 -0.094 -0.378
C -2.085 -0.928 0.673 0.128 -0.547 -0.071
C -1.443 -1.185 2.017 0.006 -0.213 -0.090
N -0.227 -0.408 2.160 -0.403 0.187 0.167
C 0.989 -0.900 1.834 0.365 0.307 0.385
O 1.206 -2.076 1.613 0.053 -0.320 -0.202
C 2.072 0.163 1.794 0.065 0.009 -0.290
C 2.102 0.916 0.431 0.225 0.141 0.507
C 0.805 1.717 0.328 -0.020 0.168 -0.321
O 0.423 2.405 1.263 0.081 0.202 0.467
N 0.103 1.651 -0.811 -0.166 0.128 -0.102
C 0.399 0.766 -1.908 0.241 -0.413 -0.257
C 1.209 -0.408 -1.371 -0.371 0.235 -0.257
N 2.395 0.138 -0.752 -0.033 -0.215 -0.119
C 3.528 -0.771 -0.685 0.281 0.016 -0.018
C 4.903 -0.085 -0.809 -0.110 0.091 0.000
C 5.455 0.461 0.507 -0.013 -0.181 -0.191
C 4.868 1.001 -1.881 0.149 -0.248 0.158
H -2.356 -4.501 -1.263 0.059 0.030 0.003
H -0.755 -3.822 -1.687 -0.032 -0.004 0.024
H -0.909 -4.965 -0.334 -0.034 0.022 -0.095
H -2.548 -2.457 -2.327 0.001 -0.070 -0.067
H -3.395 -0.249 -2.914 -0.036 -0.003 -0.093
H -3.898 2.056 -2.314 -0.038 0.035 -0.092
H -3.951 3.868 -0.639 -0.035 0.062 -0.046
H -3.214 3.422 1.672 0.029 0.048 0.086
H -2.396 1.230 2.317 0.071 0.005 0.127
H -1.159 -2.236 2.085 -0.119 0.174 0.111
H -2.125 -0.940 2.836 0.058 -0.068 -0.049
H -0.326 0.595 2.230 0.187 0.015 -0.022
H 1.888 0.912 2.565 0.064 -0.016 -0.036
H 3.037 -0.306 1.975 -0.073 -0.028 0.029
H 2.889 1.677 0.525 -0.214 -0.015 0.060
H -0.744 2.201 -0.843 0.039 0.021 0.136
H 0.987 1.293 -2.670 -0.066 -0.133 -0.002
H -0.538 0.424 -2.353 0.060 0.027 0.072
H 0.590 -0.997 -0.679 0.002 -0.044 -0.122
H 1.501 -1.053 -2.202 -0.003 0.013 0.044
H 3.430 -1.436 -1.547 -0.023 0.000 0.055
H 3.506 -1.408 0.209 -0.022 -0.059 -0.043
H 5.596 -0.869 -1.139 -0.058 0.014 0.026
H 5.431 -0.304 1.279 0.014 -0.048 0.146
H 6.491 0.768 0.370 0.089 0.070 0.048
H 4.896 1.325 0.854 -0.042 0.132 0.095
H 5.858 1.431 -2.017 0.110 0.067 -0.052
H 4.180 1.793 -1.597 -0.072 0.121 -0.018
H 4.537 0.587 -2.829 -0.071 0.030 -0.171

***

[2]
11
Properties=species:S:1:pos:R:3:forces:R:3 method="wB97M-V/def2-TZVPD" charge=0 total_energy_ev=-20149.7673 homo_energy_ev=-8.8239 orbital_gap_ev=7.56 largest_force_ha_per_bohr=0.1793
C -0.198 -0.972 0.279 -0.710 -0.537 0.217
C 0.239 0.807 -1.323 6.806 -1.424 6.052
C 0.161 -0.683 1.655 -2.351 -2.528 2.374
O -0.043 1.213 -0.088 -1.405 -1.434 -2.253
O -0.370 1.164 -2.335 -4.514 5.373 -4.628
O 1.282 0.101 -1.499 -1.947 -0.006 0.193
S -0.835 -1.995 -0.687 0.693 1.273 0.536
H 0.785 -1.463 2.193 -0.791 0.614 -1.039
H 0.557 0.241 1.771 1.603 2.610 0.060
H -0.856 -0.572 2.290 1.913 -0.563 -1.614
H -0.721 2.160 -2.255 0.702 -3.377 0.103

***

[3]
54
Properties=species:S:1:pos:R:3:forces:R:3 method="wB97M-V/def2-TZVPD" charge=-2 total_energy_ev=-69548.0404 homo_energy_ev="0.2708 / 0.0873" orbital_gap_ev="4.56 / 4.74" largest_force_ha_per_bohr=0.0522 multiplicity=5
Co 1.085 -1.484 -0.634 2.600 -0.553 -0.073
C 0.105 -3.171 -1.182 -1.060 -0.766 -0.435
C -0.902 -2.892 -2.254 0.817 -0.727 0.812
C -0.816 -3.523 -3.504 -0.569 0.455 -0.389
C -1.756 -3.258 -4.499 0.106 0.140 0.285
C -2.793 -2.361 -4.259 -0.071 -0.027 -0.145
C -2.890 -1.728 -3.021 0.292 -0.280 0.216
C -1.954 -1.989 -2.025 -0.640 -0.229 -0.747
H 0.854 -3.900 -1.527 -0.209 0.121 0.099
H -0.413 -3.583 -0.300 0.160 0.165 -0.055
H -0.015 -4.224 -3.708 0.064 0.005 0.138
H -1.680 -3.751 -5.462 -0.003 -0.022 -0.052
H -3.524 -2.156 -5.033 -0.013 0.028 -0.036
H -3.697 -1.030 -2.833 0.003 0.059 0.004
H -2.043 -1.491 -1.072 0.041 -0.041 0.034
O 2.656 -1.536 -1.234 0.547 -0.236 -0.054
N 1.137 -1.392 1.301 -0.125 0.862 2.200
C 1.223 -0.412 2.120 -0.142 -1.849 -1.944
C 1.163 -0.741 3.575 0.081 0.677 0.178
C 0.317 -1.751 4.034 -0.075 -0.073 0.541
C 0.266 -2.060 5.390 0.150 0.140 -0.220
C 1.063 -1.367 6.296 0.031 -0.008 0.147
C 1.915 -0.366 5.844 0.002 -0.092 -0.130
C 1.968 -0.054 4.487 -0.165 -0.272 0.490
C 1.382 1.016 1.685 0.081 0.213 0.616
C 2.213 1.359 0.614 0.107 0.348 0.002
C 2.350 2.694 0.235 -0.120 -0.233 0.232
C 1.656 3.690 0.913 0.015 0.068 0.003
C 0.822 3.356 1.972 -0.041 -0.121 0.018
C 0.684 2.024 2.357 0.167 0.350 -0.319
H -0.311 -2.296 3.339 0.193 0.152 -0.185
H -0.397 -2.845 5.740 0.007 0.038 -0.007
H 1.024 -1.611 7.353 -0.003 0.021 -0.027
H 2.545 0.170 6.548 -0.007 -0.030 -0.010
H 2.650 0.718 4.148 -0.142 0.007 -0.121
H 2.767 0.596 0.078 -0.164 -0.162 0.061
H 2.999 2.955 -0.595 -0.057 -0.049 0.008
H 1.762 4.728 0.611 -0.028 -0.038 0.003
H 0.273 4.132 2.497 -0.006 -0.028 -0.038
H 0.017 1.778 3.178 0.104 -0.091 -0.012
C 0.130 0.120 -1.372 -0.597 0.483 -0.347
C -0.511 1.295 -1.869 0.784 -2.192 0.810
C -1.583 1.879 -1.170 -0.682 1.023 -0.067
C -2.236 2.993 -1.685 0.413 -0.384 0.068
C -1.833 3.544 -2.902 -0.294 0.488 -0.173
C -0.769 2.975 -3.601 0.174 -0.504 0.367
C -0.113 1.859 -3.094 -0.281 0.976 -0.749
H 0.602 -0.597 -2.081 -0.378 1.121 -0.884
H -0.308 -0.443 -0.519 -1.169 1.273 -0.235
H -1.917 1.460 -0.227 0.120 -0.094 -0.035
H -3.067 3.430 -1.140 0.003 0.000 -0.002
H -2.348 4.411 -3.304 0.010 -0.013 0.012
H -0.455 3.401 -4.549 -0.004 -0.007 0.003
H 0.707 1.426 -3.656 -0.022 -0.095 0.144

***

[4]
48
Properties=species:S:1:pos:R:3:forces:R:3 method="wB97M-V/def2-TZVPD" charge=+1 total_energy_ev=-43629.9293 homo_energy_ev=-10.4849 orbital_gap_ev=7.08 largest_force_ha_per_bohr=0.0102
Pt -0.049 0.060 -0.266 0.113 0.482 -0.174
C 5.105 0.780 -0.373 -0.016 -0.006 0.007
N 4.072 1.780 -0.140 -0.039 0.023 -0.034
C 4.286 3.104 0.187 -0.043 0.068 -0.028
C 3.088 3.692 0.290 0.035 -0.019 0.022
N 2.115 2.714 0.034 -0.024 -0.051 0.296
C 2.753 1.539 -0.248 0.012 0.031 -0.061
S 2.177 0.019 -0.718 -0.005 -0.013 -0.030
C 0.730 3.027 -0.022 0.083 -0.054 -0.277
C 0.299 4.255 0.452 -0.024 -0.028 -0.111
C -0.985 4.670 0.149 -0.024 0.032 0.019
C -1.782 3.875 -0.657 0.020 -0.025 -0.009
C -1.308 2.629 -1.001 0.091 0.059 -0.130
N -0.100 2.172 -0.634 -0.146 -0.285 0.312
H 6.072 1.257 -0.254 0.004 -0.008 0.004
H 5.012 0.382 -1.382 0.016 -0.001 0.006
H 5.001 -0.032 0.345 -0.001 -0.005 -0.011
H 5.275 3.510 0.298 -0.001 0.005 0.004
H 2.839 4.719 0.468 0.057 -0.021 0.043
H 0.950 4.878 1.044 -0.050 0.022 -0.004
H -1.345 5.620 0.519 -0.001 -0.001 0.001
H -2.769 4.185 -0.968 0.003 0.004 -0.006
H -1.893 1.934 -1.588 0.055 0.064 0.046
C -3.128 0.741 0.509 0.013 -0.076 0.056
N -2.057 -0.225 0.276 -0.147 0.032 0.197
C -2.319 -1.479 0.528 0.152 0.034 -0.008
C -1.279 -2.417 0.424 -0.062 0.156 0.047
C -1.144 -3.795 0.594 0.043 0.018 -0.019
C 0.203 -4.080 0.377 -0.022 -0.017 0.000
C 0.841 -2.872 0.086 -0.017 0.034 0.050
N -0.050 -1.871 0.123 -0.061 -0.267 -0.095
C -2.898 1.732 1.638 0.038 0.002 -0.085
C -3.950 2.588 1.965 0.041 0.062 -0.098
C -3.801 3.558 2.942 -0.029 -0.016 -0.009
C -2.596 3.680 3.623 0.009 0.014 0.012
C -1.556 2.816 3.324 0.023 -0.001 -0.001
C -1.704 1.848 2.337 -0.092 -0.114 0.043
H -4.058 0.203 0.710 0.053 -0.070 0.022
H -3.312 1.293 -0.415 -0.085 -0.002 0.075
H -3.320 -1.775 0.830 0.000 0.008 0.006
H -1.930 -4.488 0.844 -0.003 -0.007 0.006
H 0.680 -5.044 0.425 -0.010 -0.006 -0.001
H 1.884 -2.701 -0.127 -0.009 0.003 0.000
H -4.896 2.496 1.443 -0.011 -0.003 -0.010
H -4.630 4.209 3.184 -0.003 0.002 -0.001
H -2.482 4.427 4.397 0.003 0.005 -0.001
H -0.624 2.882 3.873 -0.003 -0.007 -0.003
H -0.892 1.160 2.144 0.065 -0.052 -0.066

***

[5]
16
Properties=species:S:1:pos:R:3:forces:R:3 method="wB97M-V/def2-TZVPD" charge=0 total_energy_ev=-39464.2975 homo_energy_ev=-7.9771 orbital_gap_ev=7.81 largest_force_ha_per_bohr=0.0791
C -1.565 -1.049 -0.221 -2.163 0.255 2.247
C 1.197 2.397 -0.436 1.937 -2.972 -1.993
C -1.675 -2.465 0.330 -0.975 0.937 -1.421
C 1.101 0.157 -0.072 -0.074 3.042 0.852
F -1.235 -2.578 1.555 0.791 -0.210 1.941
F -3.049 -2.676 0.361 0.140 -0.528 0.270
S 1.764 3.462 0.837 -1.668 -0.318 0.534
S -0.114 -0.578 -1.112 0.546 0.187 -0.923
I 3.109 -0.581 -0.058 -0.528 0.155 -0.306
H -2.488 -1.076 -0.826 0.943 0.603 -0.875
H -1.986 -0.391 0.633 1.340 -0.582 -1.135
H 0.213 2.611 -0.910 0.832 -0.317 0.491
H 2.119 2.238 -1.157 -2.489 0.427 1.054
H -1.232 -3.226 -0.283 0.227 -0.442 -0.429
H 0.876 0.301 0.980 -0.422 -0.373 -0.123
H 2.966 3.452 0.379 1.562 0.134 -0.186

***

[6]
20
Properties=species:S:1:pos:R:3:forces:R:3 method="wB97M-V/def2-TZVPD" charge=0 total_energy_ev=-11877.4692 homo_energy_ev="-7.8210 / -7.8212" orbital_gap_ev="7.80 / 7.80" largest_force_ha_per_bohr=0.0609
C 0.013 -1.607 -0.900 -1.856 0.455 -0.405
C 2.007 0.241 -0.135 -0.151 -0.157 -0.195
N 0.585 -1.656 0.517 -0.433 0.799 -0.564
C -0.432 0.583 0.555 1.596 -0.325 0.781
C 0.719 -0.281 0.405 -0.440 1.329 0.565
N -0.234 1.995 0.552 -0.356 1.373 -0.546
N -1.347 0.169 1.555 -0.852 -0.539 0.269
C -1.082 -0.208 -1.007 1.700 -2.463 -0.931
O -2.290 -0.518 -0.941 0.477 0.413 0.612
H -0.215 -1.843 1.126 0.042 0.070 -0.001
H -2.184 -0.255 1.158 0.011 0.072 -0.320
H 0.618 2.453 0.251 0.523 -0.995 0.228
H -0.902 2.481 -0.040 -0.549 -0.356 0.266
H -1.639 0.924 2.162 0.333 0.087 -0.155
H 0.788 -1.666 -1.662 0.049 0.061 0.081
H -0.723 -2.396 -1.008 0.149 -0.383 -0.023
H -0.683 0.420 -1.824 -0.056 0.471 0.361
H 1.854 0.799 -1.064 -0.009 0.063 0.058
H 2.428 0.928 0.607 -0.056 0.020 -0.075
H 2.720 -0.564 -0.307 -0.122 0.007 -0.007